Formula: C8H15FNO2S2
Source: the OMol25 dataset
Level of theory: ωB97M-V/def2-TZVPD

```
29
Properties=species:S:1:pos:R:3:forces:R:3
C 1.69508 -1.80038 0.37301 1.6 0.2 -0.2
C 2.24090 -0.22037 0.43387 1.0 -0.6 0.7
C 2.91844 0.22853 -0.99151 -1.0 0.0 -0.7
C 1.14265 0.82668 1.04762 0.1 -0.9 0.5
C 0.07309 1.44379 -0.02459 -0.4 1.5 0.6
C -1.41932 0.76508 0.00058 0.4 -1.8 -1.7
S -2.62853 1.82267 -1.03039 -4.7 8.8 0.9
O -4.00341 1.94756 -0.26607 5.2 -2.2 -3.2
O -2.11569 3.28917 -1.20223 -0.7 -6.5 0.1
F -2.88076 1.20914 -2.61490 0.9 0.4 3.3
C -1.63240 -0.71527 -0.67002 -1.1 -0.4 0.2
N -1.66470 -1.70177 0.51309 -0.1 1.1 2.1
C -2.04418 -1.24211 1.76829 1.3 0.2 -4.4
S -2.36396 0.60031 1.60796 1.1 -2.6 0.6
H 1.43800 -2.21387 1.44836 0.2 1.0 -2.2
H 0.85206 -1.96287 -0.42154 1.5 0.3 1.6
H 2.62422 -2.45105 0.00108 -2.1 1.4 0.8
H 3.13760 -0.25621 1.22199 -2.1 0.1 -1.6
H 2.97287 1.40730 -1.12887 0.0 -2.5 0.5
H 3.98754 -0.23671 -1.18556 -2.3 0.9 0.6
H 2.19630 -0.17457 -1.85069 1.6 0.9 1.6
H 1.72986 1.67032 1.65411 -1.5 -1.6 -1.7
H 0.52723 0.23552 1.86808 1.3 1.2 -1.5
H 0.42468 1.45861 -1.14027 -0.6 -0.2 2.1
H -0.08100 2.58855 0.27878 0.1 -2.5 -0.8
H -2.74691 -0.82144 -1.05841 2.3 0.5 0.4
H -0.89061 -1.04757 -1.54135 -1.4 0.8 2.3
H -1.38130 -2.67065 0.23249 -0.5 1.0 1.1
H -2.10774 -1.97838 2.67711 -0.1 1.8 -1.8
```
Forces are in eV/Å.

Summary:
multiplicity: 1
gap between HOMO and LUMO: 8.63 eV
charge: +1
highest occupied orbital energy: -14.25 eV

---

Formula: C43H117AgN10O11
Source: the OMol25 dataset
Level of theory: ωB97M-V/def2-TZVPD

```
182
Properties=species:S:1:pos:R:3:forces:R:3
Ag -8.19634 -0.91245 3.06566 0.2 0.0 -0.1
C -1.04273 -2.05355 -1.04974 -0.7 0.7 1.0
C -1.34024 -0.85386 -0.07526 -0.5 -0.1 0.2
C -0.55254 0.34622 -0.61921 -0.3 1.2 -1.2
O -2.66985 -0.61236 0.29331 1.8 -0.3 -1.1
H -1.58444 -2.94656 -0.73797 0.2 -0.1 0.1
H 0.03506 -2.21586 -1.06115 0.0 -0.2 -0.1
H -1.38263 -1.81453 -2.05742 0.0 0.2 -0.1
H -0.78670 -0.96315 0.85735 0.2 -1.0 0.8
H -0.98548 0.54189 -1.60021 -0.4 0.8 0.0
H 0.49883 0.29267 -0.90180 0.3 -1.3 0.4
H -0.51704 1.22651 0.02260 -0.8 0.1 0.0
C 9.13592 4.61098 -5.72041 0.5 0.0 -0.4
C 9.25062 3.36794 -4.84402 -1.1 0.8 0.0
C 8.89058 3.62142 -3.34673 0.2 0.4 -1.1
O 9.15241 2.50310 -2.55522 0.3 -1.1 0.6
C 8.08687 1.56225 -2.42214 0.0 0.6 0.6
N 8.44394 2.33294 -5.45590 0.6 -0.9 -0.1
H 9.85833 5.37931 -5.44493 -0.4 0.3 0.4
H 8.11133 4.96759 -5.82603 0.0 0.3 0.5
H 9.43096 4.39245 -6.74671 0.0 -0.5 0.0
H 10.29306 3.05116 -4.87662 0.0 -0.2 0.2
H 7.86585 3.92765 -3.13642 -0.4 0.2 -0.6
H 9.51943 4.46624 -3.06578 0.2 -0.2 0.6
H 7.20709 2.02388 -1.97382 -0.3 0.5 -0.4
H 8.32696 0.83541 -1.64614 0.6 -0.2 -0.4
H 7.81638 1.09845 -3.37073 -0.1 -0.2 0.4
H 8.51454 1.52699 -4.85130 -0.2 -0.2 -0.5
H 7.47226 2.57064 -5.59536 0.0 0.2 0.2
C -9.11444 -5.58974 -1.50562 0.3 -1.1 -0.6
C -10.42837 -4.88377 -1.38731 -0.5 0.0 -0.6
C -11.52869 -5.66820 -0.64308 -0.8 0.0 -0.3
O -12.89253 -5.22354 -0.99394 2.2 0.1 -0.6
C -13.94581 -5.80815 -0.26690 0.4 0.4 -0.1
N -10.22187 -3.54450 -0.90509 -0.8 1.7 0.9
H -8.63536 -5.94212 -0.59217 -0.3 0.2 0.3
H -8.40912 -4.94766 -2.03321 0.0 0.0 0.1
H -9.26186 -6.46355 -2.14031 0.2 -0.2 0.0
H -10.77613 -4.63624 -2.39025 -0.3 -1.4 -0.5
H -11.32979 -5.64567 0.42839 -0.2 0.5 0.3
H -11.45901 -6.72846 -0.88615 0.0 -0.2 -0.4
H -14.08907 -5.15343 0.59270 -0.3 -0.6 0.6
H -13.72928 -6.85361 -0.04729 0.0 0.0 0.5
H -14.85468 -5.79349 -0.86842 0.1 0.2 -0.2
H -10.82380 -3.03494 -1.53606 -0.3 0.9 0.7
H -9.31972 -3.15278 -1.13482 0.4 -0.5 0.1
C 5.02015 5.20466 4.66913 -1.8 -0.4 -0.9
C 5.84173 6.00900 3.66061 -1.2 1.7 1.6
C 5.73238 7.51909 4.02879 -1.0 1.0 -0.7
O 4.37321 8.04073 4.07208 1.6 -0.9 1.3
C 3.70552 8.11013 2.86252 -1.0 -0.3 0.3
N 7.16748 5.59228 3.83372 2.0 -0.6 0.2
H 5.53733 4.81980 5.54805 0.2 0.4 -0.2
H 4.55078 4.37216 4.14496 0.4 -0.6 0.0
H 4.10501 5.73164 4.93918 0.2 0.4 0.4
H 5.48752 5.87380 2.63867 -0.4 0.0 -0.1
H 6.22899 8.20428 3.34178 0.4 -0.4 -0.8
H 6.20998 7.83497 4.95627 -0.3 -0.8 0.5
H 3.34020 7.14571 2.50962 0.5 -0.5 -0.4
H 4.29504 8.63004 2.10736 -0.2 0.2 -0.2
H 2.76128 8.57075 3.15289 0.1 0.8 -0.6
H 7.25072 4.64504 3.49327 0.5 0.0 0.0
H 7.87993 6.19812 3.45230 0.0 -0.1 -0.3
C -4.92222 6.27374 5.45794 -0.6 -0.2 -0.5
C -3.80176 5.38403 5.89790 1.7 1.7 -0.1
C -3.01916 5.99805 7.07397 -0.9 -1.4 1.7
O -2.76657 7.34902 7.03840 -0.5 0.9 -2.4
C -2.30426 7.97828 8.17345 1.0 0.1 0.4
N -4.10966 3.97135 6.07183 -0.4 0.5 0.4
H -5.85460 6.16611 6.01221 0.1 -0.2 0.3
H -5.12936 5.96692 4.43272 -0.3 0.4 -0.2
H -4.61503 7.31852 5.50435 0.0 -0.1 -0.2
H -3.06642 5.34746 5.09414 0.2 0.9 -0.4
H -2.12700 5.39084 7.22700 0.6 0.0 0.0
H -3.61282 5.87224 7.97942 -0.4 -0.6 0.4
H -2.30578 9.05561 8.00776 -0.3 -0.1 -0.1
H -1.25491 7.71670 8.30971 0.2 -0.1 0.4
H -2.86309 7.73102 9.07604 -0.2 -0.1 0.1
H -3.88226 3.65852 5.13880 -0.2 -1.1 0.2
H -3.39516 3.63680 6.70246 0.1 -0.7 0.0
C -5.54868 4.67387 -4.92096 -0.1 0.5 -0.6
C -6.21438 5.41515 -3.74625 0.7 0.1 -0.7
C -7.24922 6.43261 -4.28480 -0.4 -0.9 -0.5
O -8.15696 6.91517 -3.35033 -0.9 0.3 0.9
C -7.72587 7.72231 -2.27598 -0.5 0.1 -0.1
N -6.78592 4.47956 -2.79874 -0.3 -0.1 0.1
H -4.58380 4.22142 -4.69203 0.0 0.2 0.3
H -5.39248 5.43907 -5.68134 0.4 0.0 -0.2
H -6.09429 3.89796 -5.45797 -0.7 0.0 0.5
H -5.38419 5.98484 -3.32872 0.2 0.2 0.4
H -7.87240 5.90762 -5.00877 -0.2 -0.4 0.1
H -6.88075 7.25508 -4.89788 1.0 0.2 0.3
H -6.90498 7.27059 -1.71905 0.2 0.2 0.0
H -8.57948 7.87640 -1.61589 -0.1 -0.7 0.2
H -7.54158 8.76288 -2.54310 0.8 0.0 -0.6
H -6.15564 3.70259 -2.66030 0.1 -0.1 -0.1
H -6.91105 4.88158 -1.88069 -0.2 0.2 0.0
C 8.99561 -1.50013 7.74279 1.0 2.0 1.5
C 8.77781 -2.87335 7.33908 -1.2 -0.1 -0.2
C 7.77419 -2.93795 6.20417 1.1 -1.8 -0.1
O 6.47914 -2.68013 6.57154 -1.6 1.2 -0.3
C 5.62250 -2.51485 5.43425 -0.1 0.3 0.4
N 10.05676 -3.42566 6.91729 -0.5 -0.4 -0.2
H 9.81912 -1.55663 8.45465 0.5 0.5 -0.1
H 8.21281 -1.07858 8.37336 -0.4 0.1 -0.5
H 9.27141 -0.85385 6.90952 0.0 0.1 0.1
H 8.33649 -3.31963 8.23024 -0.1 -0.9 -0.1
H 7.78135 -3.99615 5.94289 0.3 -0.3 -1.0
H 8.10812 -2.29353 5.39096 0.1 0.0 -0.2
H 6.01731 -1.88352 4.63824 0.6 0.4 0.2
H 4.72046 -2.01632 5.78907 -0.1 -0.3 0.0
H 5.38271 -3.43543 4.90214 -0.1 -0.5 0.4
H 9.87472 -4.32926 6.50441 0.2 -0.3 -0.1
H 10.59820 -3.58820 7.75426 0.3 0.0 0.0
C 8.51015 -9.12093 -3.80965 0.2 -1.0 0.6
C 7.86195 -7.85876 -3.39371 -1.3 1.3 -1.3
C 7.23604 -7.74559 -1.97435 0.8 0.8 -1.1
O 6.24472 -8.69106 -1.71489 -1.1 -0.6 0.3
C 4.87670 -8.24796 -1.84798 0.8 1.2 -0.1
N 8.68988 -6.69302 -3.67671 0.2 0.6 0.8
H 7.89099 -9.91132 -3.38536 0.6 -0.6 0.2
H 9.54958 -9.05204 -3.48879 0.1 -0.8 0.3
H 8.51798 -9.29914 -4.88496 -0.1 0.4 -0.1
H 7.06542 -7.74762 -4.12944 -0.8 0.1 0.3
H 6.89459 -6.71371 -1.89224 -0.5 0.1 -0.1
H 8.03521 -7.75438 -1.23316 0.1 -0.7 0.3
H 4.72591 -7.32836 -1.28258 0.1 0.1 0.4
H 4.12719 -8.94608 -1.47518 0.6 -0.5 -0.1
H 4.64452 -7.93188 -2.86498 0.0 -0.5 -0.3
H 9.36638 -6.58824 -2.93410 0.3 0.2 0.2
H 9.23376 -6.82380 -4.51766 -0.1 -0.1 -0.2
C -3.57709 -12.15201 -9.01857 -0.9 1.5 0.3
C -2.15623 -11.72796 -9.25131 0.5 0.1 0.4
C -1.66313 -10.60254 -8.27155 -0.5 -0.8 -0.8
O -2.39734 -9.40351 -8.47573 0.4 -0.5 0.9
C -2.16691 -8.48286 -7.39272 -0.3 0.0 -1.5
N -1.35059 -12.95577 -9.11934 -0.2 1.0 0.5
H -4.22271 -11.37609 -9.42992 -0.2 0.0 -0.1
H -3.80006 -12.11166 -7.95238 -0.1 -0.8 0.1
H -3.84978 -13.06598 -9.54622 0.1 -0.2 0.4
H -2.15579 -11.33808 -10.26919 0.5 0.3 -0.2
H -0.59948 -10.41757 -8.42165 0.3 0.0 -0.2
H -1.75089 -10.92806 -7.23500 -0.3 -0.3 0.2
H -2.61424 -7.58563 -7.82047 0.2 0.3 0.7
H -1.10075 -8.34484 -7.21289 0.1 0.1 -0.1
H -2.63594 -8.76747 -6.45087 -0.2 -0.2 -0.1
H -0.43721 -12.84292 -9.53539 -0.1 -0.4 -0.2
H -1.92348 -13.67178 -9.54267 0.7 -0.4 -0.2
C -4.63538 -6.26078 7.27755 -0.2 0.0 0.9
C -4.41962 -4.77776 6.88587 0.1 -1.5 0.5
C -3.00996 -4.26299 6.92074 0.5 1.9 1.6
O -2.71665 -3.94069 8.28272 1.5 -0.3 -0.3
C -1.35735 -3.47209 8.54167 -1.9 -0.8 1.8
N -4.94908 -4.61749 5.56190 -0.7 -0.4 -0.9
H -4.44028 -6.50792 8.32108 0.4 0.5 0.2
H -4.11128 -7.03021 6.71064 0.1 0.3 -0.5
H -5.70742 -6.45031 7.22347 -0.1 -0.1 -0.4
H -5.06475 -4.26020 7.59582 0.5 0.6 0.2
H -2.98294 -3.28144 6.44752 -0.2 0.1 -0.8
H -2.19453 -4.82699 6.46788 -0.3 -0.7 -0.1
H -1.43849 -3.48999 9.62849 0.6 0.3 0.2
H -1.16876 -2.43189 8.27613 0.0 -0.2 -0.7
H -0.57520 -4.20219 8.33359 0.0 0.1 -0.8
H -5.09611 -5.57134 5.26411 -0.2 0.2 -0.9
H -4.31211 -4.17249 4.91664 0.1 0.0 0.0
C -1.54645 11.78045 -4.82956 1.6 0.5 -0.7
C -1.70336 11.03194 -3.52352 -1.0 -0.2 -1.3
C -0.76118 9.78450 -3.49485 0.4 0.5 0.5
O -0.56699 9.13086 -4.73905 -2.4 1.8 -0.1
C 0.10444 7.93621 -4.69006 1.4 0.2 0.0
N -1.64138 11.99853 -2.41313 0.8 -0.6 -0.3
H -1.75610 11.12641 -5.67595 -0.2 0.2 0.0
H -0.51186 12.10388 -4.94408 0.5 -0.4 0.0
H -1.99628 12.76568 -4.95226 -1.0 -0.3 0.4
H -2.71250 10.63086 -3.61769 -0.3 -0.4 0.4
H -1.19883 9.07234 -2.79529 0.1 -0.2 0.3
H 0.23724 10.07320 -3.16634 0.1 0.2 0.5
H 0.07118 7.58868 -5.72263 0.0 -0.7 0.3
H -0.21196 7.23970 -3.91361 -0.6 -0.3 -0.2
H 1.13718 8.17623 -4.43722 0.6 -0.3 0.0
H -2.37108 12.67632 -2.58121 0.0 0.1 0.1
H -1.79866 11.59313 -1.50153 -0.1 -0.2 0.0
```
Forces are in eV/Å.

Summary:
multiplicity: 1
gap between HOMO and LUMO: 2.22 eV
charge: 0
highest occupied orbital energy: -6.01 eV
energy relative to the best compared isomer or geometry (same formula, charge and spin): 12.068 eV